Entry 1:
Formula: C30H42BF17N5
Source: the Open Molecules 2025 dataset
Level of theory: ωB97M-V/def2-TZVPD

Atoms and positions in Å:
B: 6.91 -1.83 2.76
C: 6.77 -0.57 1.69
C: 5.67 0.44 2.04
C: 4.35 0.13 1.38
F: 4.10 -1.19 1.27
F: 4.31 0.65 0.11
C: 3.15 0.75 2.12
F: 3.41 2.06 2.32
F: 3.01 0.19 3.33
C: 1.74 0.76 1.43
F: 0.83 1.13 2.36
F: 1.76 1.72 0.49
C: 1.17 -0.49 0.70
F: -0.01 -0.10 0.14
F: 1.99 -0.81 -0.29
C: 0.86 -1.78 1.54
F: 1.77 -1.98 2.48
F: 0.95 -2.80 0.66
C: -0.59 -1.95 2.14
F: -1.42 -2.21 1.12
F: -0.53 -3.05 2.91
C: -1.33 -0.88 3.00
F: -2.51 -1.45 3.31
F: -1.60 0.20 2.26
C: -0.67 -0.45 4.36
F: 0.63 -0.69 4.38
F: -1.24 -1.13 5.36
F: -0.89 0.85 4.57
H: 8.07 -2.07 3.04
H: 6.28 -1.56 3.80
H: 6.42 -2.86 2.27
H: 7.71 -0.01 1.73
H: 6.66 -0.91 0.65
H: 5.54 0.53 3.12
H: 5.92 1.45 1.67
C: -3.48 2.92 0.85
C: -3.58 1.71 -0.06
C: -3.92 2.08 -1.51
C: -5.21 2.76 -1.61
N: -6.22 3.29 -1.69
H: -4.43 3.46 0.91
H: -3.21 2.62 1.86
H: -2.72 3.62 0.49
H: -4.34 1.02 0.32
H: -2.63 1.17 -0.06
H: -3.96 1.19 -2.14
H: -3.16 2.74 -1.93
C: -5.02 6.52 -6.33
C: -5.76 6.03 -5.09
C: -4.86 5.95 -3.86
C: -3.75 5.02 -4.05
N: -2.90 4.26 -4.20
H: -4.22 5.84 -6.61
H: -5.70 6.59 -7.18
H: -4.59 7.51 -6.17
H: -6.19 5.04 -5.28
H: -6.59 6.70 -4.87
H: -5.43 5.60 -2.99
H: -4.45 6.93 -3.62
C: -7.71 0.70 -3.51
C: -6.77 -0.28 -4.21
C: -7.42 -1.02 -5.38
C: -8.57 -1.82 -4.95
N: -9.47 -2.45 -4.61
H: -8.57 0.17 -3.07
H: -7.19 1.23 -2.72
H: -8.10 1.44 -4.21
H: -6.40 -1.01 -3.49
H: -5.90 0.26 -4.59
H: -6.71 -1.69 -5.86
H: -7.77 -0.31 -6.13
C: -1.26 -4.14 -1.73
C: -2.70 -4.22 -2.21
C: -3.37 -5.55 -1.85
C: -2.70 -6.70 -2.47
N: -2.16 -7.59 -2.95
H: -0.63 -4.90 -2.20
H: -0.83 -3.16 -1.97
H: -1.20 -4.27 -0.65
H: -2.74 -4.08 -3.29
H: -3.28 -3.42 -1.76
H: -4.41 -5.56 -2.18
H: -3.37 -5.70 -0.77
C: 11.10 -1.20 6.81
C: 11.60 -2.12 5.70
C: 11.92 -1.36 4.41
C: 10.74 -0.68 3.88
N: 9.79 -0.16 3.53
H: 10.17 -0.70 6.52
H: 10.90 -1.76 7.72
H: 11.84 -0.42 7.04
H: 10.84 -2.88 5.49
H: 12.50 -2.64 6.04
H: 12.29 -2.06 3.65
H: 12.70 -0.62 4.59

E_HOMO: -0.1685 Eh
Net charge: -1
M: 806.5 g/mol
Kohn-Sham gap: 0.223 hartree


Entry 2:
Formula: C30H42BF5N2O19
Source: the Open Molecules 2025 dataset
Level of theory: ωB97M-V/def2-TZVPD

Atoms and positions in Å:
C: -3.04 5.56 3.66
C: -4.46 4.72 3.94
C: -4.55 3.32 3.04
C: -5.26 2.20 4.00
C: -4.86 0.65 3.68
C: -3.26 0.37 3.43
N: -2.97 -0.78 2.50
C: -1.47 -0.83 2.40
O: -0.94 -1.85 1.50
C: 0.18 -2.61 2.06
C: -0.07 -3.29 3.52
C: -0.97 -4.67 3.50
C: -1.69 -4.76 5.00
C: -0.80 0.34 3.32
B: 0.81 0.65 3.47
O: 1.60 1.59 2.65
C: 1.68 -0.21 4.62
C: 2.25 0.87 5.72
N: -2.01 1.04 3.96
C: -1.96 2.19 4.93
O: -2.69 2.29 6.05
O: -0.99 3.32 4.71
H: -2.27 4.92 3.02
H: -2.51 5.72 4.72
H: -3.23 6.63 3.22
H: -5.38 5.45 3.73
H: -4.47 4.50 5.11
H: -3.45 3.07 2.72
H: -5.18 3.60 2.08
H: -6.44 2.29 3.80
H: -5.14 2.42 5.17
H: -5.44 0.26 2.72
H: -5.28 -0.01 4.57
H: -3.73 -1.35 2.05
H: 0.39 -3.51 1.30
H: 1.18 -1.95 2.00
H: 1.01 -3.63 3.92
H: -0.50 -2.58 4.35
H: -0.20 -5.58 3.49
H: -1.74 -4.74 2.62
H: -1.75 -5.85 5.43
H: -2.72 -4.20 4.92
H: -1.02 -4.15 5.77
H: 1.07 2.42 2.45
H: 1.04 -1.09 5.10
H: 2.60 -0.76 4.09
H: 1.61 0.73 6.70
H: 3.40 0.72 5.92
H: 2.10 1.95 5.23
C: 0.88 0.01 -0.18
C: 1.79 -0.68 -1.15
O: 1.19 -0.42 -2.40
C: 0.55 0.77 -2.25
O: 0.15 1.45 -3.18
O: 0.42 1.12 -0.93
F: 1.79 -2.01 -0.94
H: 0.03 -0.61 0.12
H: 1.41 0.35 0.72
H: 2.81 -0.30 -1.15
C: 6.84 0.29 -2.81
C: 5.84 1.11 -2.07
O: 5.41 0.24 -1.04
C: 6.48 -0.57 -0.79
O: 6.59 -1.26 0.21
O: 7.41 -0.50 -1.79
F: 4.78 1.40 -2.85
H: 6.39 -0.35 -3.57
H: 7.61 0.91 -3.29
H: 6.24 2.03 -1.63
C: -0.94 3.45 -5.14
C: -0.58 4.88 -5.35
O: 0.24 4.85 -6.50
C: -0.19 3.78 -7.22
O: 0.08 3.58 -8.39
O: -0.98 2.95 -6.47
F: 0.15 5.35 -4.31
H: -0.19 2.90 -4.57
H: -1.91 3.33 -4.65
H: -1.44 5.54 -5.53
C: 0.37 -3.76 -3.28
C: -0.71 -4.45 -2.50
O: -1.54 -4.99 -3.51
C: -0.71 -5.23 -4.56
O: -1.00 -5.94 -5.51
O: 0.48 -4.58 -4.43
F: -1.43 -3.56 -1.79
H: 0.09 -2.75 -3.58
H: 1.31 -3.72 -2.73
H: -0.35 -5.25 -1.85
C: 1.69 -2.04 -7.30
C: 0.69 -1.41 -6.39
O: 1.45 -1.05 -5.26
C: 2.70 -0.82 -5.74
O: 3.57 -0.22 -5.12
O: 2.87 -1.32 -7.00
F: -0.25 -2.31 -6.00
H: 1.84 -3.10 -7.08
H: 1.42 -1.93 -8.35
H: 0.20 -0.52 -6.81

E_HOMO: -0.3182 Eh
Net charge: 0
M: 840.5 g/mol
Kohn-Sham gap: 0.284 hartree


Entry 3:
Formula: C30H42Cl54N3O6
Source: the Open Molecules 2025 dataset
Level of theory: ωB97M-V/def2-TZVPD

Atoms and positions in Å:
C: 4.78 0.80 -0.19
C: 3.34 0.19 0.29
N: 2.54 -0.05 -0.95
C: 1.59 -1.21 -0.78
N: 1.09 -1.40 0.60
O: 0.44 -0.86 -1.62
C: -0.65 -1.80 -1.45
C: -1.90 -1.26 -0.61
C: -2.28 0.28 -0.87
C: -3.52 0.29 -1.92
C: -2.90 0.83 0.53
C: -1.22 -2.09 -2.95
O: -2.12 -2.97 -3.19
O: -0.76 -1.34 -4.04
C: 2.34 -2.50 -1.41
C: 2.20 -3.85 -0.55
C: 3.25 -4.02 0.64
O: 2.81 -4.52 1.72
O: 4.62 -3.64 0.64
N: 3.77 -2.19 -1.81
O: 4.37 -3.35 -2.29
H: 5.60 0.08 0.16
H: 4.96 1.85 0.24
H: 4.85 0.82 -1.34
H: 2.83 1.02 0.88
H: 3.58 -0.75 0.89
H: 1.93 0.75 -1.19
H: 0.75 -0.50 1.00
H: 1.78 -1.83 1.22
H: -0.35 -2.82 -1.04
H: -2.78 -1.98 -0.85
H: -1.66 -1.46 0.50
H: -1.39 0.90 -1.21
H: -3.06 0.53 -2.95
H: -4.07 -0.71 -1.99
H: -4.30 1.09 -1.69
H: -2.21 1.64 1.01
H: -3.95 1.27 0.41
H: -2.99 0.01 1.33
H: 1.80 -2.71 -2.41
H: 2.40 -4.72 -1.29
H: 1.16 -4.04 -0.13
H: 4.61 -2.70 0.94
H: 3.75 -1.57 -2.65
H: 3.80 -3.72 -3.01
C: -0.50 0.21 4.15
Cl: 0.03 0.90 2.61
Cl: -2.23 -0.14 4.11
Cl: 0.43 -1.25 4.51
H: -0.32 0.94 4.94
C: -1.48 -4.26 6.82
Cl: -2.82 -3.47 5.98
Cl: -0.14 -4.59 5.71
Cl: -0.93 -3.27 8.18
H: -1.84 -5.21 7.21
C: 3.76 -5.08 7.62
Cl: 2.14 -4.41 7.81
Cl: 4.11 -5.38 5.91
Cl: 4.98 -3.99 8.31
H: 3.81 -6.03 8.15
C: 6.62 -2.67 5.57
Cl: 5.57 -1.38 6.18
Cl: 6.17 -3.11 3.92
Cl: 8.32 -2.17 5.64
H: 6.49 -3.54 6.21
C: -5.12 -4.64 2.41
Cl: -4.75 -5.69 3.78
Cl: -6.55 -3.66 2.75
Cl: -3.74 -3.60 2.02
H: -5.33 -5.26 1.54
C: -0.43 -6.58 0.27
Cl: -1.10 -6.12 1.84
Cl: -0.83 -8.27 -0.10
Cl: -1.02 -5.51 -1.01
H: 0.66 -6.50 0.32
C: 7.99 -5.16 10.39
Cl: 9.63 -5.30 11.03
Cl: 8.01 -4.39 8.79
Cl: 7.22 -6.75 10.31
H: 7.41 -4.53 11.06
C: -5.63 1.99 -4.85
Cl: -4.50 3.02 -3.97
Cl: -4.87 1.32 -6.29
Cl: -6.24 0.69 -3.80
H: -6.47 2.60 -5.16
C: 8.63 -0.85 1.86
Cl: 7.03 -0.11 1.93
Cl: 9.10 -1.20 0.19
Cl: 9.83 0.19 2.64
H: 8.60 -1.80 2.41
C: -5.82 4.16 -9.02
Cl: -6.45 4.70 -7.45
Cl: -4.14 3.64 -8.84
Cl: -6.80 2.86 -9.73
H: -5.84 5.01 -9.70
C: -9.88 1.24 -7.56
Cl: -8.89 2.19 -6.46
Cl: -8.93 0.67 -8.94
Cl: -10.61 -0.12 -6.71
H: -10.68 1.88 -7.94
C: -14.33 0.22 -4.92
Cl: -15.82 1.08 -4.53
Cl: -14.55 -0.78 -6.37
Cl: -12.99 1.35 -5.14
H: -14.09 -0.44 -4.09
C: -4.68 7.66 -4.99
Cl: -3.37 7.84 -6.16
Cl: -5.14 5.96 -4.83
Cl: -4.21 8.33 -3.41
H: -5.54 8.21 -5.35
C: 6.72 -5.77 -3.02
Cl: 8.32 -5.95 -2.28
Cl: 6.85 -5.08 -4.64
Cl: 5.89 -7.34 -3.08
H: 6.13 -5.10 -2.40
C: 11.89 2.73 1.02
Cl: 11.15 4.31 0.73
Cl: 12.83 2.21 -0.39
Cl: 12.92 2.78 2.46
H: 11.10 2.00 1.19
C: -1.05 9.98 -2.07
Cl: 0.11 10.97 -2.96
Cl: -0.77 8.27 -2.36
Cl: -0.97 10.34 -0.34
H: -2.05 10.23 -2.42
C: -3.86 12.89 0.06
Cl: -5.27 13.81 0.59
Cl: -4.28 11.82 -1.28
Cl: -2.54 13.98 -0.40
H: -3.51 12.27 0.89
C: -1.11 4.76 3.28
Cl: -2.35 3.71 3.99
Cl: 0.46 4.48 4.04
Cl: -1.01 4.50 1.53
H: -1.40 5.79 3.46

E_HOMO: -0.1509 Eh
Net charge: -1
M: 2455.1 g/mol
Kohn-Sham gap: 0.200 hartree


Entry 4:
Formula: C30H42ClF5IN5O5PSTi
Source: the Open Molecules 2025 dataset
Level of theory: ωB97M-V/def2-TZVPD

Atoms and positions in Å:
Ti: 0.07 -0.41 -0.01
O: -3.58 4.41 0.42
C: -3.36 4.27 1.72
O: -3.95 4.92 2.54
C: -2.32 3.29 2.12
C: -1.85 3.10 3.42
Cl: -2.36 3.87 4.84
N: -0.91 2.12 3.40
N: -0.74 1.66 2.14
C: -1.57 2.35 1.35
C: -1.48 2.08 -0.09
O: -2.18 2.69 -0.92
O: -0.59 1.22 -0.42
C: -0.11 1.56 4.42
C: 0.29 0.24 4.25
C: 1.14 -0.35 5.17
C: 1.62 0.39 6.24
C: 1.21 1.70 6.41
C: 0.34 2.30 5.51
H: -3.04 3.80 -0.17
H: -0.06 -0.30 3.39
H: 1.42 -1.39 5.06
H: 2.31 -0.06 6.94
H: 1.59 2.27 7.24
H: 0.04 3.32 5.64
I: 4.81 -1.54 3.74
C: 3.27 -0.57 2.73
C: 3.01 0.78 2.69
N: 1.91 0.92 1.91
N: 1.45 -0.27 1.48
C: 2.28 -1.19 1.98
H: 3.51 1.60 3.14
H: 1.34 1.74 1.74
H: 2.17 -2.24 1.76
F: 1.61 -1.88 -2.24
C: 1.74 -0.99 -1.18
F: 2.94 -1.37 -0.58
C: 2.02 0.38 -1.78
F: 1.01 0.82 -2.55
F: 3.14 0.53 -2.51
F: 2.12 1.29 -0.76
C: -4.26 -1.63 2.28
C: -3.08 -2.45 2.80
C: -3.60 -3.71 3.49
C: -2.38 -1.56 3.82
P: -1.87 -2.74 1.30
N: -1.10 -1.44 0.95
C: -2.96 -3.36 -0.18
C: -3.62 -2.12 -0.79
C: -4.03 -4.41 0.13
C: -2.01 -3.95 -1.22
C: -0.59 -4.13 1.76
C: 0.52 -4.07 0.70
C: -1.10 -5.57 1.88
C: 0.02 -3.73 3.10
H: -4.80 -1.20 3.13
H: -4.96 -2.23 1.72
H: -3.89 -0.81 1.67
H: -4.41 -3.43 4.16
H: -2.83 -4.19 4.09
H: -3.99 -4.43 2.78
H: -3.08 -1.28 4.61
H: -2.06 -0.65 3.32
H: -1.53 -2.02 4.29
H: -4.55 -1.85 -0.30
H: -3.85 -2.30 -1.84
H: -2.93 -1.27 -0.72
H: -4.80 -4.02 0.79
H: -3.59 -5.30 0.57
H: -4.52 -4.69 -0.81
H: -1.16 -3.29 -1.39
H: -2.53 -4.08 -2.17
H: -1.66 -4.93 -0.91
H: 0.29 -4.70 -0.16
H: 1.46 -4.43 1.11
H: 0.64 -3.04 0.35
H: -1.50 -5.94 0.94
H: -1.86 -5.65 2.65
H: -0.27 -6.21 2.16
H: 0.28 -2.67 3.10
H: 0.93 -4.31 3.30
H: -0.66 -3.93 3.92
C: -0.63 -0.65 -4.54
S: -1.70 -1.03 -3.09
C: -2.65 0.53 -3.13
O: -0.83 -0.96 -1.87
H: -1.23 -0.82 -5.42
H: 0.21 -1.34 -4.53
H: -0.27 0.37 -4.50
H: -2.11 1.32 -2.61
H: -3.60 0.37 -2.62
H: -2.84 0.79 -4.16

E_HOMO (alpha / beta): -0.2329 / -0.3157 Eh
Net charge: 0
Multiplicity: 2
M: 921.0 g/mol
Energy above the lowest of the compared OMol25 structures with the same formula, charge and spin: 36.1 kcal/mol
Kohn-Sham gap (alpha / beta): 0.233 / 0.318 hartree